[1]
{
  "formula": "C7H6ClNO3",
  "method": "ωB97M-V/def2-TZVPD",
  "species": ["O", "C", "Cl", "C", "N", "O", "O", "C", "C", "C", "C", "C", "H", "H", "H", "H", "H", "H"],
  "xyz": [[2.41457, -1.85647, -1.18087], [2.51228, -0.98009, -0.42319], [3.96980, -0.88395, 0.65669], [1.61047, 0.25498, -0.23243], [2.44339, 1.42667, -0.12581], [3.26756, 1.53155, -1.03000], [2.24607, 2.25761, 0.75942], [0.63905, 0.54167, -1.48945], [-0.63310, 0.10115, -1.46302], [-1.23512, -0.33990, -0.25098], [-0.54579, -0.46043, 0.88279], [0.90226, -0.02323, 1.06398], [1.22915, 0.97169, -2.34212], [-1.35453, 0.29371, -2.24330], [-2.34781, -0.58219, -0.35924], [-1.09009, -0.73902, 1.86822], [0.97676, 1.04865, 1.63046], [1.35347, -0.57486, 1.80367]],
  "forces_ev_per_angstrom": [[-0.6619, -0.8749, -0.4916], [1.3384, 1.5297, -0.3371], [-0.3541, -0.2411, 0.1422], [-1.9084, -2.0454, -0.7948], [1.6326, 2.5276, -0.2050], [-0.5711, 0.2202, 0.8358], [0.5159, -0.8082, -1.1360], [1.4458, -0.8681, 0.3002], [1.3254, 1.8182, -0.3488], [-1.9044, -1.3625, 0.7414], [-0.7706, 0.2130, 2.3318], [-3.0104, 4.0056, 0.1677], [-1.0321, -0.5140, 0.8048], [0.4640, -0.0513, -0.5925], [1.7641, 0.2154, 0.6682], [1.0013, 0.3566, -1.8844], [-0.9042, -2.2116, -1.2540], [1.6297, -1.9093, 1.0519]],
  "lowdin_charge": [0.136, -0.681, 0.689, -0.360, -0.377, 0.076, 0.089, 0.050, -0.088, -0.127, -0.059, -0.122, 0.134, 0.109, 0.132, 0.140, 0.183, 0.078],
  "total_energy_ev": -27506.498,
  "de_lowest_kj_mol": 106.7,
  "gap_ha": 0.320
}


[2]
{
  "formula": "C8H10O3Si",
  "method": "ωB97M-V/def2-TZVPD",
  "species": ["C", "C", "C", "C", "C", "C", "C", "C", "O", "O", "O", "Si", "H", "H", "H", "H", "H", "H", "H", "H", "H", "H"],
  "xyz": [[1.77758, -0.89041, 0.22502], [0.48135, -1.40575, -0.18865], [-1.00748, 1.58725, -0.41331], [-0.98053, 0.05098, 1.29579], [1.80265, 0.27691, 1.05887], [1.52019, 1.38081, -0.12464], [0.31933, 1.43966, -0.97753], [-0.72737, -0.82415, 0.13268], [-1.99822, 1.73444, -1.10467], [-1.01709, -0.40287, 2.41087], [-1.08488, 1.35808, 1.00282], [-2.36199, -1.55537, -0.65797], [2.69745, -1.13969, -0.39509], [0.33250, -2.19622, -0.91648], [0.99340, 0.41622, 1.74660], [2.84485, 0.41992, 1.37166], [1.78864, 2.16555, 0.53837], [2.31032, 1.32991, -0.76210], [0.54185, 1.56854, -1.97021], [-2.95551, -0.93284, -1.87075], [-3.14317, -1.38236, 0.45362], [-2.13388, -2.99861, -0.85490]],
  "forces_ev_per_angstrom": [[-1.7024, -2.1889, -1.3066], [1.5023, 0.4928, 0.4384], [0.0934, -0.4750, -2.4422], [0.5883, -0.5355, 0.3734], [0.7529, -0.5218, -1.7989], [-1.3945, -0.0366, 0.7560], [-0.2979, 0.2938, 4.9972], [-0.4021, -0.5879, -1.3040], [0.2902, 0.2822, 1.4700], [-0.4018, 0.6887, -0.3384], [-0.5635, 0.5508, -0.1415], [1.7841, 0.1185, -0.9178], [-1.2753, 0.0260, 1.1325], [0.9086, -0.0511, -0.1116], [0.5585, -0.1838, 0.7849], [-0.6652, 0.5458, 0.5006], [-0.6142, 1.5844, 0.2970], [2.5190, -0.2729, -1.8383], [-0.3230, 0.0353, -2.3396], [0.3909, 0.0272, 0.2039], [-1.8970, 0.2242, 1.7597], [0.1487, -0.0162, -0.1748]],
  "lowdin_charge": [-0.059, -0.105, -0.454, -0.575, -0.127, -0.123, 0.053, -0.248, 0.079, 0.141, 0.111, 0.765, 0.139, 0.084, 0.091, 0.130, 0.124, 0.074, 0.096, -0.052, -0.083, -0.060],
  "total_energy_ev": -22473.326,
  "de_lowest_kj_mol": 143.6,
  "gap_ha": [0.239, 0.284]
}


[3]
{
  "formula": "C42H36Cl2GeI2KN8O2S",
  "method": "ωB97M-V/def2-TZVPD",
  "species": ["K", "Cl", "C", "C", "C", "Cl", "C", "C", "C", "C", "N", "C", "C", "O", "H", "H", "H", "H", "N", "N", "C", "N", "S", "H", "H", "H", "H", "H", "I", "I", "C", "C", "C", "C", "C", "C", "C", "O", "C", "C", "C", "H", "H", "H", "H", "H", "H", "H", "H", "H", "H", "H", "H", "C", "Ge", "C", "C", "C", "C", "C", "C", "C", "C", "C", "C", "C", "C", "C", "C", "C", "C", "H", "H", "H", "H", "H", "H", "H", "H", "H", "H", "H", "H", "H", "H", "H", "N", "C", "N", "C", "C", "C", "N", "C", "N"],
  "xyz": [[-0.75530, -1.64771, 0.71617], [1.43048, 1.38061, 4.33971], [-0.11265, 0.59670, 4.51876], [-0.84511, 0.86259, 5.67116], [-2.07980, 0.29766, 5.84933], [-2.98433, 0.67884, 7.30008], [-2.62938, -0.56618, 4.88067], [-3.88888, -1.19347, 4.99633], [-4.35601, -1.97247, 3.97476], [-3.55655, -2.13566, 2.83280], [-2.36557, -1.60052, 2.71298], [-1.87693, -0.82511, 3.70051], [-0.55653, -0.23804, 3.46782], [0.08682, -0.44930, 2.40274], [-0.42791, 1.52140, 6.42058], [-4.46982, -1.04370, 5.89663], [-5.31251, -2.47349, 4.03473], [-3.89559, -2.73822, 1.99802], [-3.41476, -2.67345, -0.89686], [-3.02884, -3.27226, -2.11001], [-2.62057, -2.51452, -3.13209], [-2.17033, -3.14788, -4.24136], [-2.79582, -0.84359, -3.12114], [-4.25210, -3.14604, -0.56569], [-3.64054, -1.70924, -1.14411], [-2.78729, -4.25110, -2.04814], [-1.83415, -4.10230, -4.19220], [-1.71152, -2.54896, -4.90512], [-1.37701, -4.87794, 1.57879], [-4.45192, -5.55206, 1.07899], [0.61744, 5.88349, 3.50045], [-0.03160, 4.91676, 2.55085], [0.39407, 4.83040, 1.23152], [-0.12050, 3.88646, 0.35737], [0.43507, 3.82553, -1.04232], [-1.12740, 3.01246, 0.80902], [-1.55734, 1.90755, -0.06464], [-2.32062, 1.00958, 0.21531], [-1.63704, 3.15295, 2.11865], [-2.79429, 2.34334, 2.61474], [-1.05682, 4.08229, 2.97006], [1.09094, 6.70432, 2.96149], [1.39270, 5.36852, 4.07363], [-0.10359, 6.29176, 4.20877], [1.17551, 5.49492, 0.87865], [1.05602, 4.69964, -1.23551], [-0.35813, 3.79964, -1.78925], [1.06246, 2.93951, -1.16995], [-1.09204, 1.91822, -1.06737], [-3.65689, 2.45704, 1.95755], [-3.06368, 2.64109, 3.62853], [-2.54768, 1.28836, 2.61196], [-1.41477, 4.14406, 3.99212], [3.42511, -2.03340, 0.01256], [1.92635, -0.95018, -0.72695], [2.62937, 0.90154, -0.29695], [2.30652, 1.51711, 0.90920], [2.88709, 2.72520, 1.27193], [3.79501, 3.34269, 0.42274], [4.11614, 2.74333, -0.78846], [3.54027, 1.53096, -1.14331], [2.13482, -1.11236, -2.72148], [2.93677, -2.10897, -3.21981], [3.10942, -2.29817, -4.60516], [2.48260, -1.47603, -5.49805], [1.61937, -0.45314, -5.03971], [0.92802, 0.39493, -5.93627], [0.05751, 1.34309, -5.47722], [-0.16641, 1.48279, -4.09499], [0.50657, 0.69404, -3.20742], [1.42472, -0.28954, -3.64038], [4.36685, -1.61913, -0.35253], [3.35179, -3.08656, -0.25338], [3.40511, -1.95949, 1.09909], [1.59567, 1.04317, 1.57768], [2.63316, 3.16897, 2.22689], [4.26763, 4.27591, 0.70851], [4.82462, 3.22440, -1.45418], [3.82350, 1.06205, -2.08090], [3.45778, -2.77207, -2.53911], [3.74985, -3.09857, -4.95608], [2.62662, -1.60091, -6.56569], [1.09599, 0.26894, -7.00053], [-0.46790, 1.98497, -6.17358], [-0.89125, 2.20818, -3.74684], [0.32008, 0.77950, -2.14374], [1.72039, -4.46865, 2.19409], [0.59937, -4.56373, 1.93853], [0.44640, -3.22066, -0.88003], [0.78651, -4.17186, -1.45400], [1.20490, -5.31196, -2.13992], [2.43352, -5.94549, -1.88312], [3.43495, -6.49145, -1.69760], [0.32606, -5.83588, -3.09607], [-0.43227, -6.23605, -3.87421]],
  "forces_ev_per_angstrom": [[-1.2922, -0.6338, -1.6102], [0.1442, 0.0726, 0.0160], [-0.0357, -0.0866, -0.2268], [-0.2297, -0.1143, -0.0108], [0.1550, 0.1589, 0.1475], [-0.0435, 0.0111, 0.1049], [0.1384, -0.0818, -0.2149], [-0.0452, -0.0229, -0.0810], [0.0147, 0.0399, 0.1357], [0.1221, 0.0295, -0.1304], [-0.3987, 0.0291, 0.2412], [-0.1395, 0.0554, 0.4563], [0.1754, 0.3176, 0.3534], [0.5959, 0.9764, 1.3835], [-0.0306, 0.0154, 0.0183], [-0.0158, 0.0069, -0.0053], [-0.0154, 0.0042, -0.0132], [-0.0650, -0.0920, 0.0563], [0.1636, 0.1038, 0.3635], [0.1925, 0.0920, -0.3443], [-0.5574, -0.0163, 0.1000], [0.2915, -0.4562, -0.0821], [0.0735, 0.2669, -0.0505], [0.0192, -0.1207, -0.0163], [-0.0050, 0.0420, 0.0360], [0.0573, 0.0237, 0.0851], [0.0361, 0.0163, 0.0600], [0.0264, 0.0090, 0.0244], [-0.3526, -0.4705, 0.0312], [-0.3536, -0.0845, -0.1026], [0.0370, -0.0945, -0.0086], [-0.0130, 0.0568, -0.1700], [-0.0112, 0.0748, 0.0809], [-0.1594, -0.0819, -0.0748], [0.0202, -0.0315, 0.0730], [0.0409, 0.1729, 0.3963], [0.0381, -0.0239, -0.2962], [0.0525, 0.0664, 0.1147], [0.0720, -0.0220, -0.0956], [0.0025, -0.0119, 0.0443], [-0.0528, -0.0207, 0.0038], [-0.0080, 0.0236, 0.0173], [0.0017, 0.0230, 0.0377], [0.0046, 0.0102, 0.0101], [0.0229, -0.0021, 0.0058], [0.0110, -0.0063, 0.0100], [0.0506, -0.0030, -0.0638], [-0.0179, 0.0419, -0.0694], [-0.0428, -0.0625, 0.0227], [-0.0343, -0.0120, 0.0134], [0.0075, 0.0157, -0.0083], [-0.0558, -0.1270, 0.0172], [-0.0269, 0.0212, 0.0038], [-0.5012, -0.0825, 0.0950], [1.7581, 0.5231, -0.7025], [-0.3618, -0.3235, -0.0915], [-0.1326, -0.0542, 0.0894], [0.1632, -0.0135, 0.0003], [-0.0216, -0.0397, 0.0641], [0.0610, 0.0798, -0.0487], [0.0715, -0.0471, -0.1143], [-0.2576, -0.1932, 0.4612], [0.0062, 0.0600, 0.2485], [0.0362, 0.0565, -0.2387], [0.0815, -0.0904, 0.0676], [-0.0158, 0.0048, 0.1893], [-0.0585, 0.0584, -0.0571], [0.0908, -0.0275, -0.1103], [0.0331, 0.0665, 0.1046], [-0.0573, 0.0535, -0.0091], [0.0413, 0.0612, -0.2252], [-0.0584, 0.0842, -0.0826], [-0.0170, -0.0122, 0.0243], [-0.0034, -0.0148, 0.0169], [0.0050, -0.0181, 0.0528], [-0.0243, 0.0230, -0.0115], [-0.0413, 0.0272, -0.0153], [0.0054, -0.0365, -0.0158], [-0.0566, 0.0308, -0.0285], [0.0044, -0.0229, -0.0218], [-0.0077, -0.0007, 0.0056], [-0.0202, -0.0233, -0.0039], [-0.0118, -0.0003, -0.0085], [-0.0275, -0.0270, -0.0113], [-0.0013, -0.0141, 0.0507], [0.0045, 0.0460, -0.0098], [-0.0571, 0.1035, -0.0516], [0.6059, -0.0189, 0.2246], [0.2708, -0.6981, -0.6509], [0.1946, 0.3200, 0.2598], [-0.1461, 0.1395, 0.0363], [0.1833, -0.0700, 0.1188], [0.0560, 0.0441, -0.0337], [-0.3027, -0.1424, -0.2960], [-0.0561, 0.0909, -0.0611]],
  "lowdin_spin": [0.069, 0.000, 0.000, 0.000, 0.000, 0.000, 0.000, 0.000, 0.000, 0.000, 0.001, 0.000, 0.001, 0.013, 0.000, 0.000, 0.000, 0.000, 0.000, 0.000, 0.000, 0.000, 0.001, 0.000, 0.000, 0.000, 0.000, 0.000, 0.001, 0.000, 0.000, 0.000, 0.000, 0.000, 0.000, 0.000, 0.001, 0.002, 0.000, 0.000, 0.000, 0.000, 0.000, 0.000, 0.000, 0.000, 0.000, 0.000, 0.000, 0.000, 0.000, 0.000, 0.000, 0.075, 0.465, 0.111, 0.010, 0.000, 0.002, 0.005, 0.021, 0.064, 0.019, 0.002, 0.011, 0.001, 0.001, -0.001, 0.002, 0.006, 0.007, 0.012, 0.000, 0.000, 0.002, 0.000, 0.000, 0.001, 0.002, 0.002, 0.000, 0.001, 0.000, 0.000, 0.000, 0.009, 0.000, 0.000, 0.061, 0.010, 0.005, 0.001, 0.003, 0.001, 0.002],
  "total_charge": -2,
  "total_energy_ev": -185080.689,
  "s2": 0.75,
  "de_lowest_kj_mol": 261.3,
  "spin_multiplicity": 2,
  "gap_ha": [0.243, 0.226]
}